A structure of composition C28H48Br12F12Fe2O8. Source: the Open Molecules 2025 dataset; level of theory: ωB97M-V/def2-TZVPD.

Each line ends with the Mulliken charge.
CARTESIAN COORDINATES (ANGSTROEM)
Fe (12.02168, 2.36325, -16.25531)  0.509
Fe (15.23511, 2.56935, -15.41120)  0.522
C (17.33198, 4.41460, -15.53244)  0.489
O (16.26230, 4.14316, -16.49331)  -0.060
O (16.89129, 3.47904, -14.48977)  -0.921
C (18.75062, 4.31147, -16.16143)  0.409
F (19.09516, 5.30101, -16.95750)  -0.286
F (19.81215, 4.03632, -15.42571)  -0.326
F (18.66838, 3.35250, -17.03567)  0.005
C (16.09884, 5.04851, -17.55785)  -0.552
C (14.70528, 4.90941, -18.17616)  -0.503
H (14.01197, 5.56477, -17.64899)  0.272
H (14.74478, 5.20807, -19.22371)  0.235
H (14.48028, 3.84291, -18.16913)  -0.285
H (16.83184, 4.96083, -18.35980)  0.187
H (16.18206, 6.09580, -17.26740)  0.367
H (17.15848, 5.44670, -15.22791)  0.442
C (14.89952, 0.56456, -17.38856)  -0.329
O (15.92668, 0.81277, -16.36150)  0.089
O (13.93145, 1.47691, -16.90461)  0.364
C (15.62409, 0.77743, -18.75969)  0.850
F (16.97426, 0.68110, -18.71101)  -0.093
F (15.14831, -0.06368, -19.70496)  -0.221
F (15.55899, 2.02992, -19.20377)  -0.186
C (16.83573, -0.28239, -16.15472)  0.125
C (18.20955, 0.35486, -15.91204)  -0.033
H (18.41890, 1.03127, -16.74073)  -0.148
H (18.23675, 1.02738, -15.05468)  -0.604
H (19.00052, -0.34869, -15.65229)  0.358
H (16.92685, -1.06864, -16.90413)  -0.424
H (16.58178, -0.68421, -15.17383)  0.453
H (14.46691, -0.41348, -17.17790)  0.089
C (10.11436, 0.45836, -15.50420)  0.666
O (10.85066, 0.56183, -16.76002)  -0.148
O (10.65757, 1.56018, -14.84334)  -0.802
C (8.51177, 0.40208, -15.52071)  0.777
F (7.82603, 0.47357, -14.41215)  -0.281
F (8.00340, 1.35810, -16.29973)  -0.278
F (8.19711, -0.79658, -16.06796)  -0.223
C (10.42964, -0.13521, -17.93001)  -0.479
C (11.73071, -0.67184, -18.58394)  -0.995
H (12.28694, 0.11525, -19.09307)  0.181
H (12.26899, -1.37246, -17.94560)  0.051
H (11.38800, -1.29209, -19.41215)  0.582
H (9.85578, 0.50312, -18.60184)  0.312
H (9.78002, -1.00697, -17.85173)  0.353
H (10.45510, -0.49492, -15.10016)  0.171
C (12.59139, 4.55112, -14.35733)  -0.122
O (11.66641, 4.66932, -15.46272)  -0.518
O (13.36039, 3.45574, -14.80909)  -0.362
C (13.12204, 5.96349, -13.85686)  0.557
F (13.79013, 6.79885, -14.64841)  -0.255
F (12.13849, 6.54904, -13.15824)  -0.274
F (14.03095, 5.61650, -12.92973)  -0.249
C (10.38731, 5.29156, -15.21963)  -0.343
C (9.49376, 4.85726, -16.36727)  -1.005
H (9.93290, 4.98727, -17.35639)  0.262
H (9.33633, 3.78674, -16.23562)  0.030
H (8.49484, 5.28901, -16.30517)  0.444
H (10.40939, 6.37868, -15.29574)  0.280
H (9.98894, 4.96304, -14.25969)  0.360
H (11.99223, 4.20212, -13.51631)  0.355
Br (22.64862, 0.91458, -15.15060)  -0.218
C (21.70981, 0.38691, -16.79128)  0.294
C (21.40314, 1.52278, -17.79578)  0.055
Br (22.96800, 1.95327, -19.00499)  -0.206
H (20.79711, -0.06446, -16.40225)  -0.377
H (22.36306, -0.39920, -17.16996)  0.489
H (21.12884, 2.49802, -17.39356)  0.214
H (20.62436, 1.17342, -18.47367)  -0.210
Br (20.99285, -6.60478, -14.40121)  -0.212
C (20.00008, -5.57273, -15.76940)  -0.568
C (19.55876, -4.18329, -15.23846)  -0.754
Br (18.70476, -3.03221, -16.65430)  -0.010
H (19.19220, -6.15342, -16.21463)  0.392
H (20.72628, -5.45853, -16.57419)  0.345
H (20.38462, -3.59729, -14.83512)  0.402
H (18.83787, -4.25763, -14.42428)  0.407
Br (14.79106, 1.10467, -12.67803)  -0.069
C (16.20287, 1.76793, -11.48540)  -0.520
C (17.52205, 1.14021, -11.91922)  -0.200
Br (17.49447, -0.83129, -11.71557)  -0.197
H (16.01838, 1.49107, -10.44742)  0.516
H (16.42541, 2.81359, -11.69799)  0.241
H (18.29128, 1.58787, -11.28996)  0.498
H (17.80854, 1.24475, -12.96570)  -0.233
Br (20.11762, 1.93675, -22.47365)  -0.148
C (18.81123, 3.37400, -22.04598)  -0.408
C (17.36259, 2.80265, -22.13999)  -0.250
Br (16.08838, 4.28096, -21.60586)  -0.207
H (18.95834, 4.31284, -22.57987)  0.449
H (19.03964, 3.61630, -21.00809)  0.131
H (17.00206, 1.92333, -21.60623)  -0.020
H (17.06790, 2.61509, -23.17250)  0.420
Br (17.98210, -3.27090, -22.69704)  -0.264
C (17.17593, -2.10784, -21.24060)  -0.280
C (17.74011, -2.37656, -19.90667)  -0.643
Br (19.38119, -1.12416, -19.52316)  -0.482
H (16.11156, -2.33623, -21.29600)  0.385
H (17.29683, -1.06747, -21.54247)  0.045
H (18.12507, -3.39632, -19.90480)  0.453
H (17.00765, -2.31310, -19.10194)  -0.030
Br (13.45848, -1.74894, -14.71228)  -0.189
C (13.44541, -3.71505, -15.02206)  -0.663
C (12.02015, -4.17453, -14.62164)  -0.730
Br (10.51323, -3.77775, -15.93153)  -0.156
H (14.15598, -4.23174, -14.37690)  0.478
H (13.71821, -4.06331, -16.01824)  0.374
H (11.78892, -3.65928, -13.68936)  0.394
H (12.05304, -5.25139, -14.45614)  0.420

The multiplicity is 10. The value obtained for the orbital gap (alpha / beta) is 2.29 / 7.45 eV. The calculation puts the HOMO energy (alpha / beta) at -0.68 / -5.89 eV. The calculation puts the LUMO energy (alpha / beta) at 1.61 / 1.56 eV. Its total charge is -1. The expectation value of S² is 24.770.

---

A structure of composition C8H8. Source: the Open Molecules 2025 dataset; level of theory: ωB97M-V/def2-TZVPD.

Each line ends with the Mulliken charge.
CARTESIAN COORDINATES (ANGSTROEM)
C (0.90889, 0.00861, -1.60347)  -0.899
C (0.65528, 0.12781, -0.04102)  0.092
C (-0.59026, -0.03481, 0.24047)  0.960
C (-0.91818, 0.27587, 1.58071)  -0.487
C (0.09752, 0.99343, 2.13782)  -0.631
C (1.40445, 0.60090, 1.21990)  -0.411
C (-1.55627, -0.77467, -0.66557)  -0.929
C (-2.27712, -1.19930, -1.56167)  -0.019
H (1.10480, 0.88960, -2.59910)  0.259
H (-0.06210, -0.73287, -1.70739)  0.161
H (1.91730, -0.51546, -2.16791)  0.239
H (-2.01539, 0.11202, 1.69154)  0.370
H (0.08845, 1.09154, 3.24761)  0.318
H (1.96088, -0.30332, 1.51251)  0.264
H (1.99251, 1.42337, 1.16769)  0.400
H (-2.71077, -1.96270, -2.45213)  0.314

The multiplicity is 1. The relative energy (zero: lowest compared OMol25 entry of this formula, charge and spin) is 678.39 kJ/mol. The value obtained for the orbital gap is 8.97 eV. The calculation puts the HOMO energy at -8.50 eV. The calculation puts the LUMO energy at 0.47 eV.

---

A cluster of 2 separate species, CH4N2O2S in total. Source: the Open Molecules 2025 dataset; level of theory: ωB97M-V/def2-TZVPD.

Each line ends with the Mulliken charge.
CARTESIAN COORDINATES (ANGSTROEM)
C (1.72764, -0.90147, 1.32912)  -1.018
N (-2.14883, -0.33935, -0.18625)  -0.253
N (-1.76454, 0.68107, -0.69485)  0.129
O (0.15440, 2.40857, -0.55326)  -0.467
O (0.17929, 0.55682, -2.25575)  -0.499
S (0.06232, 1.03053, -0.85445)  0.773
H (1.36173, -0.09227, 1.80546)  0.347
H (1.25568, -1.70748, 1.71062)  0.333
H (2.16906, -0.85478, 0.43891)  0.361
H (-2.99673, -0.78164, -0.73956)  0.293

The multiplicity is 1. The relative energy (zero: lowest compared OMol25 entry of this formula, charge and spin) is 571.06 kJ/mol. The value obtained for the orbital gap (alpha / beta) is 6.61 / 8.49 eV. The calculation puts the HOMO energy (alpha / beta) at -9.10 / -9.72 eV. The calculation puts the LUMO energy (alpha / beta) at -2.49 / -1.22 eV.

---

The ion C3H4IN2 with charge +1. Source: the Open Molecules 2025 dataset; level of theory: ωB97M-V/def2-TZVPD.

Each line ends with the Mulliken charge.
CARTESIAN COORDINATES (ANGSTROEM)
I (-1.66146, 2.48005, -1.24964)  0.452
N (-0.59485, 0.94015, -0.40859)  -0.235
C (-0.06940, -0.18585, -1.16764)  -0.140
C (0.62645, -1.16532, -0.20545)  -0.159
N (0.51793, -0.55431, 1.11121)  -0.063
C (-0.20992, 0.67758, 0.96259)  -0.166
H (-0.13394, -0.42537, -2.28062)  0.354
H (1.10806, -2.16049, -0.50714)  0.338
H (0.89764, -1.01535, 1.94876)  0.266
H (-0.48052, 1.40890, 1.79654)  0.353

The multiplicity is 1. The relative energy (zero: lowest compared OMol25 entry of this formula, charge and spin) is 186.26 kJ/mol. The value obtained for the orbital gap is 8.61 eV. The calculation puts the HOMO energy at -13.88 eV. Its SMILES is In1cc[nH+]c1. The calculation puts the LUMO energy at -5.27 eV. Its total charge is +1.

---

The ion C2H8IN2 with charge +1. Source: the Open Molecules 2025 dataset; level of theory: ωB97M-V/def2-TZVPD.

Each line ends with the Mulliken charge.
CARTESIAN COORDINATES (ANGSTROEM)
C (-0.95603, -0.61081, -0.89697)  -1.372
C (-0.23236, 0.01350, 0.26780)  0.007
N (1.04473, -0.96566, 0.94439)  -0.568
N (0.63910, 1.20751, -0.25470)  -0.385
I (-1.42629, 0.75102, 1.81293)  0.345
H (-0.38563, -0.80056, -1.84706)  0.404
H (-1.58446, 0.12281, -1.23716)  0.514
H (-1.43878, -1.47039, -0.47341)  0.375
H (1.15407, -0.74074, 1.92693)  0.296
H (0.80352, -1.86813, 0.65551)  0.240
H (1.02996, 0.82927, -1.14900)  0.351
H (-0.00594, 2.05400, -0.20999)  0.416
H (1.35810, 1.47818, 0.46072)  0.376

The multiplicity is 1. The relative energy (zero: lowest compared OMol25 entry of this formula, charge and spin) is 174.75 kJ/mol. The value obtained for the orbital gap is 10.09 eV. The calculation puts the HOMO energy at -13.96 eV. Its SMILES is C[C@@](N)([NH3+])I. The calculation puts the LUMO energy at -3.87 eV. Its total charge is +1.

---

A cluster of 2 separate species, C2H6IO in total. Source: the Open Molecules 2025 dataset; level of theory: ωB97M-V/def2-TZVPD.

Each line ends with the Mulliken charge.
CARTESIAN COORDINATES (ANGSTROEM)
I (0.67219, 2.60497, 2.56630)  0.023
C (-0.80450, -0.05130, -0.81110)  -0.817
C (0.24339, -0.82512, 0.04934)  -0.280
O (1.40180, -0.02830, 0.05410)  -0.430
H (-1.03831, 0.90077, -0.33466)  0.242
H (-1.74764, -0.59578, -0.85720)  0.315
H (-0.34416, 0.14966, -1.77847)  0.249
H (0.43000, -1.73327, -0.52385)  0.248
H (-0.10118, -1.16746, 1.02513)  0.267
H (1.28841, 0.74585, 0.61037)  0.183

The multiplicity is 2. The relative energy (zero: lowest compared OMol25 entry of this formula, charge and spin) is 0.00 kJ/mol. The value obtained for the orbital gap (alpha / beta) is 10.91 / 6.42 eV. The calculation puts the HOMO energy (alpha / beta) at -10.12 / -10.12 eV. The calculation puts the LUMO energy (alpha / beta) at 0.79 / -3.70 eV. The expectation value of S² is 0.753.

---

The ion C11H23Br2N2O with charge +1. Source: the Open Molecules 2025 dataset; level of theory: ωB97M-V/def2-TZVPD.

Each line ends with the Mulliken charge.
CARTESIAN COORDINATES (ANGSTROEM)
C (-1.16334, 2.42450, -4.46243)  -1.227
C (0.01480, 2.14424, -3.53789)  -0.705
C (-0.40967, 1.47835, -2.21789)  -0.463
C (-0.30257, -0.05111, -2.26686)  -0.477
N (-1.43384, -0.74107, -1.62058)  -0.262
C (-1.45594, -1.02051, -0.24314)  -0.449
C (-1.16788, 0.11395, 0.75430)  -0.870
C (-0.36256, -0.48307, 1.93695)  -0.109
C (1.07022, 0.05034, 2.12544)  -0.798
Br (2.06584, 0.19516, 0.46662)  0.017
C (1.91102, -0.61840, 3.21540)  -0.149
C (2.93165, 0.34847, 3.80263)  -1.307
Br (2.80544, -2.27089, 2.66583)  -0.090
C (-0.43209, -1.99673, 1.73861)  0.153
O (-1.63610, -2.59464, 2.11917)  -0.550
N (-0.45179, -2.13289, 0.24316)  -0.269
H (-0.83469, 2.78565, -5.43640)  0.396
H (-1.81692, 3.18200, -4.02579)  0.317
H (-1.76675, 1.52882, -4.63171)  0.306
H (0.73334, 1.49929, -4.05379)  0.371
H (0.54579, 3.07215, -3.32209)  0.349
H (-1.45577, 1.72034, -2.00888)  0.405
H (0.18298, 1.88708, -1.39830)  0.255
H (-0.34450, -0.36071, -3.31162)  0.566
H (0.66312, -0.39749, -1.87984)  0.098
H (-1.68220, -1.57575, -2.13651)  0.307
H (-2.41708, -1.47526, -0.01256)  0.578
H (-0.65986, 0.95649, 0.29422)  0.160
H (-2.13179, 0.46768, 1.11685)  0.238
H (-0.88874, -0.22593, 2.86068)  0.737
H (0.97503, 1.08644, 2.45411)  0.592
H (1.21923, -0.95310, 3.99180)  0.429
H (3.72706, -0.16581, 4.33363)  0.426
H (2.43338, 1.01705, 4.50713)  0.380
H (3.38754, 0.94567, 3.01169)  0.316
H (0.43722, -2.53596, 2.11051)  0.093
H (-1.96544, -2.23371, 2.95502)  0.420
H (0.49067, -2.01581, -0.13867)  0.400
H (-0.81480, -3.05479, 0.00120)  0.417

The multiplicity is 1. The value obtained for the orbital gap is 10.40 eV. The calculation puts the HOMO energy at -13.11 eV. Its SMILES is CCCCN[C@@H]1C[C@H]([C@H](Br)[C@H](C)Br)[C@@H](O)[NH2+]1. The calculation puts the LUMO energy at -2.71 eV. Its total charge is +1.

---

An isolated molecule of C4H8N4. Source: the Open Molecules 2025 dataset; level of theory: ωB97M-V/def2-TZVPD.

Each line ends with the Mulliken charge.
CARTESIAN COORDINATES (ANGSTROEM)
N (2.76197, 0.18033, 0.00894)  -0.527
C (1.39834, -0.09665, 0.03950)  0.058
C (0.53181, -1.19248, 0.02062)  -0.801
C (-0.78935, -0.62040, -0.06850)  0.744
N (-2.00259, -1.25652, -0.02993)  -0.616
C (-0.69613, 0.77062, -0.09104)  -0.383
N (-1.73769, 1.77327, -0.05874)  -0.620
N (0.60641, 1.09791, -0.12695)  -0.091
H (3.29199, -0.37851, 0.70380)  0.257
H (3.25000, 0.20755, -0.96323)  0.235
H (0.91483, -2.17221, -0.04177)  0.431
H (-2.15879, -1.89796, 0.73563)  0.260
H (-2.13351, -1.84191, -0.87602)  0.266
H (-1.67174, 2.29524, 0.82587)  0.233
H (-2.60506, 1.14753, -0.04478)  0.322
H (1.03952, 1.98418, -0.03341)  0.233

The multiplicity is 1. The relative energy (zero: lowest compared OMol25 entry of this formula, charge and spin) is 78.75 kJ/mol. The value obtained for the orbital gap is 8.06 eV. The calculation puts the HOMO energy at -7.08 eV. Its SMILES is Nc1cc(N)c(N)[nH]1. The calculation puts the LUMO energy at 0.98 eV.